# C14H42BF4O7

A cluster of 8 separate species, C14H42BF4O7 in total at a distorted geometry (wB97M-V/def2-TZVPD, the OMol25 dataset).

Properties
LUMO: 2.61 eV
highest occupied orbital energy: -6.51 eV
HOMO-LUMO gap: 9.12 eV
charge: -1
calculated total energy: -41079.665 eV

```
68
Properties=species:S:1:pos:R:3:forces:R:3
B -130.9303 167.7530 -14.5072 -2.35 0.66 0.10
F -131.9753 168.7574 -14.2566 0.48 -0.80 0.32
F -130.6524 166.9555 -13.4362 -0.22 -0.07 0.56
F -131.5257 166.9610 -15.5362 0.51 0.16 -0.17
F -129.8394 168.4446 -14.8889 1.39 0.47 -0.96
C -136.3293 167.7138 -15.6987 2.02 -1.03 -4.39
C -134.8721 167.9340 -15.3101 -3.06 -0.98 -0.44
O -134.2307 166.6801 -15.4738 1.02 1.70 0.26
H -136.9716 168.5052 -15.7073 -1.41 2.68 0.65
H -136.7308 166.9572 -15.1420 -1.12 -2.12 1.44
H -136.4200 167.4058 -16.8600 0.55 0.22 2.50
H -134.8612 168.3083 -14.3034 0.51 0.14 0.62
H -134.4864 168.6264 -15.9973 0.98 1.22 -0.68
H -133.3290 167.0463 -15.4236 0.47 -1.41 -0.12
C -127.8182 169.4214 -10.8324 0.18 -3.96 2.25
C -128.3384 169.4989 -12.1944 9.57 0.75 -0.33
O -127.6512 168.7557 -13.2019 1.27 0.86 2.43
H -127.6868 168.2942 -10.6596 -0.08 1.31 0.60
H -128.7212 169.7659 -10.1962 2.17 -0.08 -0.37
H -126.7766 169.8515 -10.7574 -1.48 0.04 0.43
H -128.1260 170.5011 -12.1776 0.12 3.36 -2.32
H -129.2451 169.4234 -12.2289 -10.15 -1.55 -0.57
H -128.3307 168.6175 -13.8084 -1.50 -0.74 -2.11
C -128.3020 166.5105 -17.7231 1.67 -2.18 -1.30
C -128.7836 165.2632 -17.0113 1.05 0.74 1.32
O -130.1715 165.2560 -17.0512 -0.44 -1.68 -0.76
H -127.2240 166.5493 -17.6886 0.72 0.13 0.56
H -128.6626 167.3297 -17.1458 -0.68 1.11 -0.58
H -128.3963 166.3367 -18.8271 -1.05 1.09 0.85
H -128.4321 165.3299 -15.9714 -0.16 0.21 0.24
H -128.2787 164.3293 -17.2904 -0.80 0.02 -0.83
H -130.5015 166.0415 -16.6210 -0.24 0.32 0.35
C -132.3731 170.8666 -18.6623 1.04 -0.86 5.17
C -131.6715 170.1140 -17.5092 -0.21 1.95 -1.41
O -132.1907 170.6277 -16.3217 -0.25 -3.29 2.17
H -133.3597 170.7524 -18.3946 -2.47 0.06 -0.71
H -131.9101 170.6025 -19.4689 1.30 -2.90 -5.65
H -131.9823 171.8095 -18.6870 0.13 3.30 0.99
H -130.6266 170.2644 -17.5512 1.59 0.64 -0.08
H -131.7111 169.0700 -17.6530 -0.94 -1.58 0.20
H -132.1784 169.7737 -15.7281 -0.16 2.78 -0.60
C -130.4106 162.9692 -11.4948 -1.44 1.97 1.38
C -130.7058 164.2343 -12.1873 4.66 -0.66 -3.94
O -129.6932 165.1574 -11.6955 -1.77 0.03 -0.15
H -130.7266 163.1865 -10.5054 -0.35 -0.45 1.38
H -129.4379 162.6840 -11.4283 3.21 -0.11 -0.16
H -130.8726 162.1464 -11.8529 -2.15 -2.54 -1.24
H -131.6820 164.5821 -12.0393 -1.44 0.54 -0.01
H -130.4082 164.0829 -13.3842 -1.43 0.51 2.71
H -130.0937 165.9706 -12.0283 0.87 0.47 0.18
C -127.9379 171.2279 -16.3468 -1.29 -3.12 -5.12
C -127.7018 172.0260 -17.6889 -1.43 -0.52 0.95
O -128.2978 173.3019 -17.5803 0.39 2.16 -0.29
H -127.4221 170.2305 -16.5483 -0.91 0.83 0.18
H -128.9571 171.0117 -15.9974 0.21 0.40 -0.52
H -127.3784 171.5785 -15.6249 2.63 2.39 3.85
H -128.2912 171.6235 -18.5352 1.08 -0.94 0.24
H -126.6102 172.1032 -17.8287 -0.39 -0.22 -0.34
H -128.0311 173.8796 -18.3417 -0.34 -1.01 1.07
C -132.9254 162.1449 -14.9090 -0.32 0.25 0.96
C -133.0506 163.5909 -15.3513 2.50 2.50 -0.16
O -134.2200 164.1399 -14.7916 -0.06 -1.73 0.01
H -132.2219 161.6563 -15.5771 0.65 -0.28 0.66
H -133.8616 161.8117 -15.2986 -1.00 -0.95 0.21
H -132.8988 161.8859 -13.7345 0.34 0.87 -2.86
H -132.9410 163.7457 -16.4827 -0.93 -0.96 0.99
H -132.1693 164.3127 -15.1210 -0.92 -1.45 0.48
H -134.2097 165.0582 -15.0131 -0.36 1.30 -0.11
```
Forces are in eV/Å.